The following is a DFT calculation (ωB97M-V/def2-TZVPD) of C6H11N3O in the gas phase at a distorted geometry.

Last column: Mulliken charge in e.
Element x y z (Å)
H1 2.80862 -1.10927 -1.03834  0.265
N1 3.34453 -0.33461 -0.65050  -0.751
C1 2.66750 0.25965 0.29139  0.240
O1 3.34629 1.34167 0.61294  -0.579
C2 1.17392 0.47935 0.19753  -0.091
N2 0.52288 -0.70913 -0.30201  -0.257
C3 -0.04946 -1.64909 0.64833  -0.664
C4 -0.92361 -0.82805 -0.23143  -0.037
C5 -1.77043 0.27083 0.33288  0.048
C6 -2.53545 1.14716 -0.58637  -0.536
N3 -3.22243 0.15442 0.23792  -0.683
H2 4.15463 1.06941 -0.24189  0.503
H3 0.85103 0.80380 1.20237  0.214
H4 0.97584 1.31356 -0.49324  0.315
H5 0.11290 -2.70785 0.43840  0.255
H6 -0.01649 -1.37160 1.70712  0.267
H7 -1.36535 -1.30744 -1.11279  0.321
H8 -1.42821 0.69366 1.28113  0.357
H9 -2.71423 2.18991 -0.31800  0.274
H10 -2.44703 0.95098 -1.65783  0.255
H11 -3.48547 -0.65737 -0.31763  0.287

**HOMO energy**: -9.306 eV
**E**: -474.57990 a.u.
**Largest force on an atom**: 0.1060 hartree/bohr
**Net charge**: 0
**SMILES**: [H]/N=C(/O)CN1C[C@H]1[C@H]1CN1
**Relative energy (zero: lowest compared OMol25 entry of this formula, charge and spin)**: 489.0 kJ/mol


The following is a DFT calculation (ωB97M-V/def2-TZVPD) of a 7-piece molecular cluster, C24H50NO13S5 overall at a distorted geometry.

Last column: Mulliken charge in e.
Element x y z (Å)
N1 -1.09102 -0.70577 0.35002  0.380
H1 -0.94802 0.17223 0.32102  -0.126
H2 -1.20602 -1.06077 1.24002  0.365
H3 -0.22702 -1.30877 -0.09698  0.160
H4 -1.81102 -1.02777 -0.25698  0.327
C1 -3.47402 -4.57177 -1.99698  -1.790
C2 -4.54302 -3.75777 -1.10198  0.335
C3 -5.05002 -4.66277 0.03502  -0.685
O1 -5.04802 -3.84577 1.12902  -0.364
C4 -4.26802 -2.69577 0.80902  0.633
O2 -3.93602 -1.77277 1.58402  -0.583
O3 -3.92602 -2.66477 -0.46598  -0.210
H5 -2.89802 -4.02777 -2.66998  0.516
H6 -3.93602 -5.42377 -2.51898  0.399
H7 -2.62902 -4.78777 -1.50798  0.520
H8 -5.35702 -3.26377 -1.66898  0.279
H9 -4.49102 -5.45977 0.16802  0.434
H10 -5.91302 -5.16577 -0.20298  0.512
C5 -5.23002 3.55623 -0.30498  -0.647
C6 -4.71102 3.15923 -1.75098  -1.310
C7 -3.30202 3.58123 -1.87598  -0.758
S1 -2.69902 3.51023 -0.19798  1.086
O4 -2.37202 4.88023 0.15702  -0.786
O5 -1.74202 2.37723 -0.09098  -0.253
C8 -4.15302 3.11223 0.65902  -1.227
H11 -6.14702 2.99323 -0.03698  0.359
H12 -5.52602 4.60323 -0.39498  0.299
H13 -5.26402 3.51123 -2.51698  0.546
H14 -4.74902 2.18623 -1.82298  0.467
H15 -3.10302 4.43123 -2.37698  0.748
H16 -2.75702 2.93723 -2.50398  0.254
H17 -4.10802 3.56423 1.56002  0.613
H18 -4.26602 2.21323 1.11502  0.667
C9 2.94298 -4.59777 -1.94998  -0.534
C10 2.79098 -3.74077 -3.17598  -0.952
C11 1.46198 -2.92777 -3.15798  -0.671
S2 0.44198 -3.96477 -2.22498  1.204
O6 -0.10402 -4.96777 -3.06298  -0.694
O7 -0.47202 -3.12677 -1.47398  -0.582
C12 1.65698 -4.64677 -1.11098  -0.833
H19 3.76498 -4.02477 -1.47298  0.127
H20 3.40198 -5.47377 -2.15198  0.413
H21 2.72598 -4.27577 -3.94098  0.481
H22 3.76998 -3.05677 -3.30398  0.333
H23 1.11798 -3.13177 -4.00498  0.810
H24 1.55098 -2.05177 -2.69998  -0.054
H25 1.37298 -5.58677 -0.84098  0.531
H26 1.69698 -4.16677 -0.18098  0.407
C13 4.62298 -1.94377 3.09702  -0.448
C14 3.26598 -2.15177 3.77402  -1.040
C15 2.44498 -0.91077 3.55302  -1.148
S3 2.85398 -0.51277 1.91202  1.396
O8 3.25698 0.88423 1.83902  -0.821
O9 1.84398 -1.06477 1.06902  -0.462
C16 4.34398 -1.46177 1.72602  -0.426
H27 4.92498 -3.07777 2.88202  0.228
H28 5.30498 -1.38877 3.79302  0.343
H29 3.47598 -2.23777 4.93002  0.299
H30 2.72298 -2.92077 3.54102  0.519
H31 2.82598 -0.09777 4.18402  0.261
H32 1.48698 -0.99177 3.63402  0.920
H33 5.31498 -0.60177 1.44402  0.246
H34 4.10898 -2.24677 0.94202  0.154
C17 1.70098 3.65423 -2.35198  -0.532
C18 2.87098 2.68323 -2.36898  -0.926
C19 2.44398 1.36523 -1.98198  0.333
S4 0.91698 1.19623 -2.80798  0.980
O10 -0.06902 0.81323 -1.83298  -0.423
O11 1.12698 0.51423 -4.05998  -0.719
C20 0.57398 2.89623 -3.02098  0.214
H35 1.87298 4.58223 -2.69798  0.734
H36 1.57998 4.00523 -1.26498  -0.147
H37 3.43398 3.21623 -1.60498  0.342
H38 3.42798 2.53823 -3.29598  0.302
H39 2.33398 1.33723 -0.82998  -0.431
H40 3.16898 0.56023 -2.35898  0.424
H41 -0.20202 3.10923 -2.50298  -0.628
H42 0.30398 3.15323 -4.05798  0.423
C21 2.00898 3.47023 3.96302  -0.078
C22 1.59198 4.39023 2.82502  -1.098
C23 0.77698 3.74923 1.76602  0.037
S5 -0.10202 2.52023 2.73302  1.177
O12 0.17498 1.24423 2.22602  -0.512
O13 -1.44502 3.07523 2.86402  -0.734
C24 0.70198 2.61623 4.26402  -0.783
H43 2.31898 4.00223 4.96802  0.362
H44 2.72698 2.63423 3.44302  -0.026
H45 2.42098 4.97823 2.32702  0.395
H46 1.21398 5.32123 3.26002  0.392
H47 1.16198 3.20223 1.08902  -0.103
H48 -0.01302 4.38023 1.36902  0.260
H49 0.86098 1.59123 4.46702  0.272
H50 0.07898 3.08023 5.14202  0.323

**HOMO energy**: -11.954 eV
**E**: -3967.65591 a.u.
**Largest force on an atom**: 0.2087 hartree/bohr
**Net charge**: +1
**Relative energy (zero: lowest compared OMol25 entry of this formula, charge and spin)**: 194.2 kJ/mol


The following is a DFT calculation (ωB97M-V/def2-TZVPD) of a 2-piece molecular cluster, C29H50F6N3O7S overall at a distorted geometry.

Last column: Mulliken charge in e.
Element x y z (Å)
C1 -0.95145 -0.03089 2.88818  -0.067
C2 -1.06030 0.16791 1.57999  -0.388
N1 -1.18085 -0.01542 0.12386  0.050
C3 -0.10581 0.21911 -0.63637  -0.745
N2 -0.16975 -0.03305 -2.12489  0.503
C4 -0.57697 1.07805 -3.00795  -0.365
C5 0.55946 2.04626 -3.58282  -0.495
O1 1.37080 2.72927 -2.58997  -0.436
C6 1.09884 -0.78061 -2.33703  -0.787
C7 1.65198 -1.11855 -3.81167  -0.636
C8 0.50416 -1.47946 -4.89558  -0.770
C9 -0.66816 -2.44832 -4.33619  -0.067
C10 -0.22117 -3.98702 -4.09889  -0.513
O2 -0.31827 -4.29875 -2.67118  -0.363
C11 -1.66357 -4.72455 -2.31128  -0.596
C12 2.16393 -0.31181 -1.16140  0.053
S1 3.89808 0.12774 -1.62779  1.251
O3 4.08559 1.47978 -2.27744  -0.601
O4 4.57319 -0.89008 -2.56005  -0.626
C13 5.01004 0.14374 -0.08136  0.651
F1 5.42924 1.52108 0.12217  -0.198
F2 6.24121 -0.58949 -0.33397  -0.197
F3 4.33989 -0.34011 1.09410  -0.199
N3 1.26632 0.61659 -0.44162  0.591
C14 1.73305 1.56107 0.58523  -0.352
C15 0.97959 2.99744 0.59728  -0.559
C16 0.11058 3.32034 1.91592  -0.796
C17 0.80235 2.95764 3.32753  -0.135
C18 -0.32758 3.30452 4.47629  -0.696
C19 0.02017 2.57125 5.88709  -0.460
C20 -1.12061 2.83241 7.02715  -0.608
C21 -0.99781 1.73521 8.24181  -0.551
C22 -2.24213 0.69133 8.26864  -0.361
C23 -2.09880 -0.45667 9.42094  -0.608
C24 -0.74202 -1.32917 9.29472  -0.319
O5 -0.79199 -2.52636 10.14408  -0.349
C25 0.50858 -3.20218 10.11056  -0.566
H1 -0.96879 -0.23961 4.03111  0.428
H2 -2.07607 -0.33390 -0.28100  0.404
H3 -1.16728 0.65616 -3.92318  0.100
H4 -1.33882 1.74566 -2.42705  0.408
H5 0.00818 2.88605 -4.18722  0.354
H6 1.28829 1.56375 -4.34683  0.270
H7 2.14524 3.16432 -3.01923  0.310
H8 0.83504 -1.85182 -1.93899  0.421
H9 2.37569 -0.31695 -4.25137  0.418
H10 2.30822 -2.08190 -3.71185  0.425
H11 1.02601 -2.05103 -5.76009  0.504
H12 0.07197 -0.51234 -5.39235  -0.101
H13 -1.50365 -2.46552 -5.15327  0.385
H14 -1.18110 -2.08529 -3.37088  -0.089
H15 0.78977 -4.27673 -4.56774  0.309
H16 -1.02128 -4.65620 -4.62661  0.273
H17 -1.58542 -5.19121 -1.24462  0.239
H18 -2.42084 -3.84213 -2.21191  0.215
H19 -2.10652 -5.54180 -2.99070  0.297
H20 2.29171 -1.26826 -0.49721  0.327
H21 1.69632 1.00837 1.61746  0.339
H22 2.86685 1.81389 0.44564  0.092
H23 0.26014 3.14832 -0.31294  0.081
H24 1.78251 3.84369 0.51467  0.463
H25 -0.04289 4.48168 1.92652  0.368
H26 -0.97644 2.89356 1.84067  0.210
H27 1.05353 1.84635 3.48504  0.168
H28 1.68110 3.67334 3.53856  0.253
H29 -0.42146 4.45769 4.62511  0.314
H30 -1.35407 2.85815 4.13337  0.244
H31 1.00246 3.05184 6.26446  0.205
H32 0.12655 1.43020 5.76671  0.211
H33 -0.94365 3.86434 7.53402  0.274
H34 -2.18767 2.86534 6.58149  0.381
H35 -0.97080 2.25362 9.28795  0.349
H36 -0.01577 1.13422 8.16371  0.235
H37 -2.35018 0.13102 7.26008  0.124
H38 -3.22716 1.26296 8.52215  0.298
H39 -2.14004 0.00073 10.49686  0.258
H40 -2.98189 -1.21579 9.34751  0.292
H41 0.14373 -0.66738 9.62387  0.267
H42 -0.57149 -1.64995 8.18941  0.206
H43 0.81050 -3.36438 8.99837  0.238
H44 0.50106 -4.22588 10.63997  0.250
H45 1.28641 -2.52322 10.65016  0.244
C26 -1.53095 -1.44793 -11.17627  -1.108
C27 -0.68984 -0.58913 -10.25166  -0.190
O6 -1.51577 0.04825 -9.26382  -0.313
C28 -1.83456 -0.70034 -8.18059  0.347
O7 -1.46720 -1.84696 -8.01922  -0.510
C29 -2.66898 0.11060 -7.19242  0.960
F4 -3.64409 0.82636 -7.79809  -0.246
F5 -1.91286 1.00345 -6.50515  -0.260
F6 -3.28394 -0.65990 -6.26818  -0.252
H46 -2.33730 -0.85784 -11.62073  0.308
H47 -0.91780 -1.86897 -11.97630  0.377
H48 -2.00147 -2.27028 -10.63099  0.312
H49 -0.21227 0.20857 -10.82565  0.326
H50 0.10926 -1.16814 -9.77889  0.295

**HOMO energy**: -11.315 eV
**E**: -2822.57524 a.u.
**Largest force on an atom**: 0.1585 hartree/bohr
**Net charge**: +1


Across the entries above, LUMO takes the values 0.5490, -1.9669, -4.2973 eV, respectively.